# 1
Here is a structure of composition C51H127CrN8O18 at a distorted geometry from OMol25. Energies are from ωB97M-V with the def2-TZVPD basis set.

Element x y z (Å)
Cr1 -0.24 3.67 1.04
C1 0.87 -0.17 -0.31
C2 0.44 1.26 0.16
O1 1.24 2.17 0.18
O2 -0.70 1.49 0.64
H1 1.81 -0.47 0.15
H2 0.91 -0.19 -1.40
H3 0.20 -1.02 -0.19
C3 3.93 1.16 -2.12
C4 4.47 1.23 -0.74
C5 5.98 1.07 -0.70
O3 4.21 2.44 -0.09
H4 4.34 1.84 -2.86
H5 2.84 1.23 -2.09
H6 4.08 0.17 -2.56
H7 4.05 0.38 -0.20
H8 6.37 0.24 -1.29
H9 6.37 1.05 0.32
H10 6.40 1.88 -1.30
H11 3.25 2.45 0.01
C6 -2.48 2.58 3.24
C7 -1.35 3.18 4.05
C8 -1.14 2.43 5.37
O4 -2.25 2.56 6.28
C9 -2.43 3.88 6.85
N1 -0.22 3.13 3.12
H12 -3.42 2.47 3.78
H13 -2.20 1.58 2.90
H14 -2.66 3.16 2.33
H15 -1.63 4.22 4.26
H16 -0.18 2.63 5.86
H17 -1.06 1.36 5.16
H18 -1.46 4.21 7.24
H19 -3.10 3.81 7.70
H20 -2.88 4.68 6.26
H21 0.20 2.24 3.37
H22 0.52 3.63 3.60
C10 3.50 -3.28 -2.11
O5 2.74 -2.87 -0.93
C11 2.48 -3.94 -0.02
C12 1.76 -3.28 1.17
N2 1.55 -4.26 2.25
C13 0.93 -5.57 1.93
C14 -0.46 -5.53 1.36
O6 -1.06 -6.82 1.29
C15 -1.75 -7.02 0.08
H23 3.55 -2.38 -2.72
H24 2.90 -4.04 -2.61
H25 4.49 -3.69 -1.88
H26 3.37 -4.46 0.36
H27 1.86 -4.74 -0.43
H28 0.82 -2.83 0.85
H29 2.27 -2.39 1.55
H30 1.13 -3.77 3.03
H31 0.94 -6.21 2.82
H32 1.63 -6.17 1.35
H33 -0.58 -4.99 0.42
H34 -1.18 -4.94 1.94
H35 -1.19 -6.73 -0.81
H36 -2.62 -6.36 0.01
H37 -1.96 -8.09 -0.04
C16 0.28 -8.11 -9.50
O7 1.18 -7.29 -8.83
C17 1.05 -7.25 -7.36
C18 2.15 -6.55 -6.70
N3 2.30 -5.14 -7.05
C19 1.12 -4.25 -6.73
C20 0.95 -4.01 -5.24
O8 0.35 -2.75 -5.02
C21 0.64 -2.22 -3.74
H38 0.21 -9.14 -9.14
H39 0.54 -8.14 -10.55
H40 -0.71 -7.65 -9.47
H41 1.04 -8.26 -6.96
H42 0.11 -6.71 -7.27
H43 3.10 -6.98 -7.00
H44 2.13 -6.63 -5.61
H45 2.40 -5.11 -8.06
H46 0.12 -4.61 -6.99
H47 1.34 -3.32 -7.26
H48 1.91 -4.10 -4.73
H49 0.42 -4.82 -4.74
H50 0.60 -2.95 -2.93
H51 -0.15 -1.53 -3.43
H52 1.61 -1.73 -3.80
C22 7.03 3.03 -4.20
O9 5.99 3.80 -3.55
C23 5.51 4.94 -4.26
C24 4.55 4.50 -5.38
N4 3.25 4.02 -4.97
C25 2.45 3.64 -6.15
C26 1.16 3.02 -5.67
O10 1.44 1.90 -4.84
C27 0.22 1.22 -4.47
H53 7.42 2.42 -3.38
H54 7.91 3.58 -4.52
H55 6.70 2.29 -4.93
H56 6.44 5.38 -4.63
H57 5.08 5.74 -3.67
H58 5.07 3.71 -5.91
H59 4.35 5.38 -6.00
H60 3.37 3.22 -4.37
H61 3.08 3.02 -6.78
H62 2.25 4.53 -6.74
H63 0.58 2.77 -6.56
H64 0.61 3.79 -5.13
H65 0.17 0.72 -3.51
H66 0.04 0.58 -5.33
H67 -0.64 1.88 -4.60
C28 -3.07 -4.09 7.14
O11 -2.14 -3.86 6.06
C29 -0.85 -3.53 6.52
C30 0.18 -3.63 5.36
N5 0.00 -2.68 4.27
C31 0.38 -1.34 4.75
C32 0.61 -0.49 3.47
O12 1.31 0.72 3.85
C33 2.69 0.72 3.84
H68 -2.86 -4.92 7.82
H69 -4.08 -4.19 6.76
H70 -3.10 -3.20 7.77
H71 -0.48 -4.20 7.29
H72 -0.81 -2.54 6.99
H73 0.08 -4.67 5.05
H74 1.18 -3.65 5.79
H75 -0.99 -2.63 4.09
H76 1.29 -1.34 5.34
H77 -0.51 -1.00 5.28
H78 -0.34 -0.27 2.98
H79 1.24 -0.99 2.73
H80 3.06 0.54 2.83
H81 3.09 -0.06 4.48
H82 3.06 1.66 4.26
C34 -4.87 -0.22 7.08
O13 -4.81 -0.71 5.78
C35 -3.54 -0.52 5.16
C36 -3.57 -1.02 3.72
N6 -2.94 -2.30 3.58
C37 -3.28 -2.97 2.33
C38 -2.54 -2.43 1.07
O14 -2.75 -3.32 -0.04
C39 -2.27 -2.81 -1.31
H83 -5.78 -0.42 7.64
H84 -4.70 0.85 7.07
H85 -3.99 -0.57 7.63
H86 -2.82 -1.11 5.73
H87 -3.19 0.50 5.04
H88 -3.16 -0.31 3.00
H89 -4.62 -1.05 3.45
H90 -3.37 -2.80 4.34
H91 -4.35 -3.03 2.12
H92 -2.96 -4.01 2.44
H93 -1.47 -2.37 1.28
H94 -2.93 -1.45 0.79
H95 -2.16 -3.51 -2.14
H96 -1.34 -2.25 -1.23
H97 -3.09 -2.15 -1.61
C40 -7.18 5.41 -0.89
O15 -7.26 3.99 -1.00
C41 -6.91 3.40 0.23
C42 -5.43 3.03 0.21
N7 -5.19 2.20 -1.01
C43 -3.82 1.75 -1.21
C44 -3.70 0.65 -2.29
O16 -3.93 1.08 -3.64
C45 -5.22 0.69 -4.14
H98 -8.15 5.86 -1.11
H99 -6.34 5.67 -1.54
H100 -6.89 5.77 0.09
H101 -7.56 2.54 0.40
H102 -7.32 3.95 1.08
H103 -5.13 2.57 1.15
H104 -4.88 3.97 0.15
H105 -5.47 2.79 -1.78
H106 -3.39 1.39 -0.28
H107 -3.12 2.55 -1.46
H108 -4.32 -0.21 -2.02
H109 -2.67 0.27 -2.29
H110 -5.21 1.06 -5.17
H111 -6.06 1.02 -3.52
H112 -5.30 -0.38 -4.31
C46 0.88 3.93 -2.21
O17 0.78 4.61 -1.01
C47 1.83 5.52 -0.75
C48 1.52 6.14 0.60
N8 1.27 5.13 1.65
C49 2.57 4.56 2.09
C50 2.81 5.04 3.51
O18 2.05 4.23 4.41
C51 2.00 4.70 5.79
H113 0.79 4.62 -3.05
H114 0.09 3.18 -2.32
H115 1.81 3.37 -2.33
H116 1.86 6.32 -1.50
H117 2.82 5.07 -0.72
H118 0.65 6.79 0.46
H119 2.29 6.83 0.94
H120 0.94 5.73 2.38
H121 3.31 4.89 1.36
H122 2.55 3.47 2.07
H123 2.55 6.10 3.61
H124 3.84 4.89 3.81
H125 2.87 4.51 6.42
H126 1.20 4.17 6.31
H127 1.81 5.75 5.98

2S+1: 5
Highest occupied orbital energy (spin up / spin down): -9.7 / -9.7 eV
Kohn-Sham gap (spin up / spin down): 7.0861 / 6.6655 eV
Net charge: +1
Calculated total energy: -4855.59486 Ha

Atom charges from the Mulliken analysis, given in e for atoms 1 to 99: 0.43, 1.59, 0.58, 1.01, -0.74, -0.14, -0.50, -1.01, 0.09, 1.88, -1.79, -0.63, -0.55, -0.32, 0.45, -0.57, 0.39, 0.45, 0.29, -0.46, -1.14, 0.57, 0.32, -0.22, -0.82, 1.72, 0.63, -0.33, 0.14, 0.60, 0.22, -0.83, 0.29, 0.30, 0.33, -0.69, -0.39, -0.83, 0.16, -1.29, 0.49, -0.09, -1.48, 1.42, -0.48, -0.71, 0.12, 0.28, 0.35, 0.28, 0.45, -0.57, 0.45, 0.34, 0.45, 0.29, -0.11, -0.56, 0.28, 0.27, 0.31, -0.76, -0.31, -0.30, -0.81, -0.41, -0.60, -0.36, -0.38, 0.07, 0.30, 0.25, 0.31, 0.42, 0.26, 0.37, 0.33, 0.30, 0.18, 0.41, 0.16, 0.33, 0.28, -0.29, 0.21, -0.85, -0.19, -0.76, -0.62, 0.00, -0.96, -0.41, -0.19, -0.41, 0.21, 0.41, 0.32, 0.42, 0.29

---

# 2
Here is a structure of composition C4H10O2Sc at a distorted geometry from OMol25. Energies are from ωB97M-V with the def2-TZVPD basis set.

Element x y z (Å)
H1 -0.53 0.57 2.87
C1 -1.82 1.23 1.50
O1 -1.44 0.44 0.58
C2 -0.74 0.94 -0.60
C3 0.06 -0.19 -1.20
O2 0.87 -0.82 -0.20
C4 1.98 -1.59 -0.71
H2 -2.55 0.80 2.19
H3 -1.55 2.30 1.43
H4 -0.12 1.80 -0.31
H5 -1.53 1.25 -1.30
H6 0.72 0.24 -1.96
H7 -0.59 -0.94 -1.65
H8 2.41 -2.14 0.14
H9 1.62 -2.30 -1.46
H10 2.72 -0.90 -1.12
Sc1 0.49 -0.70 1.81

2S+1: 1
Highest occupied orbital energy: -24.9 eV
Kohn-Sham gap: 8.8505 eV
Net charge: +3
Calculated total energy: -1068.22919 Ha

In elementary charge units, the natural (NBO) charges are: -0.28, 0.33, -0.47, -0.14, -0.13, -0.65, -0.29, 0.29, 0.27, 0.24, 0.31, 0.29, 0.27, 0.21, 0.28, 0.27, 2.21